[1]
ORCA calculation (ωB97M-V with the def2-TZVPD basis set) on a molecular structure, C26H62AgO14S10Tl.

```
114
Properties=species:S:1:pos:R:3:forces:R:3
Ag -1.617190 -25.115200 -13.707150 -0.1 0.0 0.0
Tl -1.141180 -19.560110 -11.377430 -0.5 0.5 -0.1
C -7.546930 -21.082330 -11.846420 1.8 1.8 0.6
C -6.129070 -21.066770 -12.073950 3.0 -0.9 -1.6
C -5.443370 -22.441080 -12.554760 -1.0 0.4 1.7
O -4.221660 -22.437790 -12.487280 -0.5 -0.9 -0.8
C -6.352830 -23.585610 -12.782230 5.9 1.4 -0.7
C -7.648100 -23.535880 -12.545140 -7.3 -2.3 0.2
C -8.306220 -22.207360 -12.031190 -5.5 -2.3 0.7
O -9.568840 -22.142680 -11.712900 4.6 -0.6 -1.4
O -8.367700 -24.589400 -12.760980 1.8 3.4 0.9
O -5.303850 -20.164400 -11.988780 -1.9 -0.2 0.5
H -7.956790 -20.195650 -11.385750 -0.4 0.0 0.0
H -5.919140 -24.501660 -13.155250 -0.1 -0.2 -0.1
C -7.316910 -25.543150 -18.076910 0.4 -0.7 -0.1
S -7.680180 -27.063010 -19.124020 0.7 1.8 -0.4
O -7.943290 -26.434380 -20.444220 -0.5 -0.3 0.0
C -5.964390 -27.584830 -19.264270 0.3 -0.3 0.7
H -8.131020 -24.834000 -18.226650 -0.1 -0.3 0.1
H -6.393980 -25.092180 -18.441490 -0.1 0.0 -0.4
H -7.130850 -25.794640 -17.032760 -0.4 -0.1 0.1
H -5.874780 -28.398240 -19.984300 -0.2 0.1 0.0
H -5.655580 -27.942690 -18.282100 0.1 -0.2 0.1
H -5.327420 -26.748490 -19.552220 -0.2 0.0 -0.2
C -5.855200 -17.822490 -6.516450 -0.9 -0.1 0.3
S -5.031970 -16.678480 -7.709760 -0.1 -1.8 -1.4
O -4.038430 -17.533720 -8.499650 -1.0 0.9 0.9
C -6.511750 -16.518910 -8.806340 -0.6 0.6 -0.4
H -6.015890 -17.374660 -5.535770 0.8 0.2 0.1
H -5.344240 -18.782740 -6.446300 0.5 0.4 0.0
H -6.891460 -18.067520 -6.749310 0.0 0.1 -0.8
H -6.649910 -17.314340 -9.538670 0.4 -0.6 0.6
H -6.525330 -15.644590 -9.457100 0.8 0.4 0.3
H -7.425500 -16.399470 -8.224200 0.1 -0.2 0.3
C -11.706010 -19.350970 -15.263210 0.5 0.8 -0.1
S -10.564160 -18.801390 -16.623100 1.0 0.5 0.0
O -10.170930 -17.354330 -16.439070 -0.8 -1.2 0.2
C -9.091810 -19.680670 -15.965970 -0.4 -0.5 0.9
H -12.695940 -18.921880 -15.418230 0.2 0.1 -0.3
H -11.278480 -18.891380 -14.372100 -0.1 -0.2 0.2
H -11.811150 -20.431950 -15.170790 0.3 0.0 -0.2
H -9.367480 -20.717670 -15.774300 0.0 -0.2 -0.2
H -8.897870 -19.236210 -14.989790 -0.1 0.2 0.1
H -8.144950 -19.640990 -16.504480 -0.5 0.3 -0.6
C -15.294580 -21.126790 -11.484190 -0.3 0.3 0.1
S -15.127270 -21.162410 -9.651040 2.3 -0.9 -0.7
O -13.878600 -22.046010 -9.416850 -2.0 1.9 -0.2
C -14.740710 -19.363260 -9.434090 0.4 0.4 0.1
H -15.721090 -22.052260 -11.871080 0.0 -0.1 0.4
H -14.321270 -20.983900 -11.953600 0.1 0.1 0.3
H -15.962070 -20.308380 -11.753920 0.0 0.1 0.0
H -13.994170 -18.880340 -10.064620 0.2 -0.7 -0.7
H -14.333270 -19.157740 -8.444220 -0.4 -0.5 0.3
H -15.634840 -18.757380 -9.580870 -0.3 -0.4 0.2
C -10.507010 -15.539000 -11.915820 -0.6 0.1 -0.4
S -12.087660 -14.602090 -11.741900 -0.2 -1.6 0.1
O -13.203960 -15.659470 -11.850690 2.0 1.7 0.7
C -11.732750 -14.126460 -9.987560 -1.0 -0.1 0.0
H -10.477580 -15.849820 -12.960160 0.0 -0.2 0.1
H -10.554200 -16.393700 -11.241000 0.0 0.0 -0.1
H -9.624520 -14.929550 -11.721190 -0.2 0.2 0.1
H -11.994660 -14.938380 -9.309110 -0.1 -0.2 -0.2
H -12.399520 -13.287490 -9.788430 0.1 0.0 0.1
H -10.705280 -13.833830 -9.771270 0.0 0.0 -0.6
C -7.774780 -30.290710 -12.077130 0.2 0.9 0.1
S -6.347460 -31.206480 -12.607940 -0.3 -1.1 -1.6
O -6.837040 -32.382760 -13.440010 0.7 1.7 1.0
C -5.710200 -29.946290 -13.806420 0.6 -0.9 -0.1
H -8.229750 -30.799290 -11.227170 -0.3 -0.1 -0.4
H -8.394360 -30.026390 -12.934080 -0.4 -0.7 0.1
H -7.421620 -29.316910 -11.737890 0.3 0.0 0.4
H -6.396360 -29.641630 -14.596650 -0.4 0.1 0.4
H -4.937470 -30.515860 -14.322730 0.1 -0.1 0.0
H -5.190750 -29.124240 -13.313970 -0.4 0.1 0.2
C -3.425520 -21.691350 -17.158740 1.0 0.3 0.2
S -2.626750 -20.016810 -17.090830 1.3 -1.0 1.4
O -2.434150 -19.749960 -15.595160 -0.2 -0.3 -1.6
C -0.918730 -20.539650 -17.685310 -0.5 0.5 0.3
H -4.502850 -21.534210 -17.106220 0.2 -0.3 -0.3
H -3.058270 -22.250530 -16.298190 -0.2 0.4 0.5
H -3.010710 -22.295340 -17.965720 -0.7 0.4 -0.7
H -0.822800 -20.599920 -18.769410 -0.4 0.0 0.0
H -0.585360 -21.464170 -17.213890 -0.3 -0.1 0.0
H -0.251820 -19.751070 -17.336790 -0.2 0.1 0.0
C -12.810910 -27.518310 -14.135210 0.8 0.1 -0.3
S -13.734310 -25.988560 -13.747770 1.6 0.8 0.0
O -13.155750 -25.481370 -12.447690 -0.6 -0.6 -1.2
C -12.903780 -24.891090 -15.055840 -0.7 0.3 0.4
H -12.848810 -28.223360 -13.304810 -0.2 0.3 0.1
H -11.777990 -27.212250 -14.301050 0.1 0.1 0.4
H -13.058430 -28.040360 -15.059500 -0.7 0.2 0.0
H -13.380520 -23.926000 -14.884310 -0.2 0.0 0.1
H -13.085530 -25.128720 -16.103980 -0.2 -0.5 0.1
H -11.840190 -24.702080 -14.910460 0.1 -0.6 0.4
C -4.234640 -13.688590 -13.149570 -0.4 0.6 -0.3
S -3.779530 -15.187140 -14.049490 0.8 -0.9 1.4
O -2.981250 -16.041940 -13.058780 -0.9 0.7 -1.0
C -5.471040 -15.890260 -14.179720 0.4 -0.3 0.3
H -3.430830 -12.960690 -13.039350 0.5 -0.5 -0.2
H -4.642900 -13.863640 -12.154190 -0.1 -0.4 -0.1
H -4.955930 -13.163210 -13.775520 -0.3 -0.1 0.0
H -5.441250 -16.973740 -14.294910 0.6 0.0 0.0
H -5.930100 -15.521740 -15.097090 -0.2 0.4 0.4
H -5.991490 -15.711610 -13.238810 -0.3 0.3 -0.3
C -10.380280 -20.002680 -6.751430 -0.6 0.3 -0.1
S -10.836260 -21.060700 -5.321600 1.6 -0.7 -1.7
O -10.952730 -22.426680 -5.938240 0.3 0.9 1.0
C -9.136160 -20.792340 -4.618060 0.1 -0.6 0.7
H -10.519580 -18.976770 -6.410520 -0.1 0.2 -0.3
H -11.026370 -20.263070 -7.589790 -0.5 0.2 0.3
H -9.374540 -20.129720 -7.152000 0.2 -0.3 0.6
H -9.055770 -19.837290 -4.098920 -0.4 0.2 -0.2
H -8.319050 -20.861090 -5.336180 -0.4 -0.1 -0.3
H -8.930570 -21.543360 -3.855310 -0.3 -0.2 0.0
```
Forces are in eV/Å.

Calculated values
strongest force on any atom	0.149	Eh/bohr
E_tot	-6381.234045	a.u.
total charge	+2

=====

[2]
ORCA calculation (ωB97M-V with the def2-TZVPD basis set) on 6 unconnected molecules or ions with the total composition C26H62F5NO13P.

```
108
Properties=species:S:1:pos:R:3:forces:R:3
C -0.985220 1.393198 7.188932 -1.1 0.0 0.3
C -1.346143 2.138163 5.811644 0.2 -0.3 1.5
C -0.115580 2.476955 4.865645 -2.6 3.6 0.2
C -0.711276 3.362466 3.627729 -0.4 -0.1 0.2
N 0.620003 1.308758 4.256739 -0.1 -0.1 0.7
C 1.835141 0.840800 4.996505 3.9 -1.1 1.7
F 1.985665 1.342399 6.286470 -1.1 -0.8 -2.7
F 1.957953 -0.554709 5.084543 -1.1 3.1 -0.3
C 3.145440 1.328269 4.173348 2.6 -1.2 -0.4
F 3.152354 2.698552 3.925474 -0.5 -3.0 0.3
F 3.187896 0.555147 2.987652 -0.5 2.4 2.4
F 4.317060 0.996404 4.873686 -3.2 1.0 -1.4
P -0.447442 -0.086372 3.779953 -2.7 -6.4 -4.9
O 0.266402 -0.927725 2.708610 -1.2 3.1 4.1
O -0.945648 -1.014630 5.084567 0.5 2.8 -2.0
O -1.877446 0.451660 3.012878 2.7 -0.1 1.9
H -1.968870 0.922235 7.559964 1.5 0.7 -0.5
H -0.250425 0.534516 7.086729 -0.8 1.2 0.2
H -0.698092 2.144634 8.006869 0.0 -1.2 -1.3
H -1.799020 3.150592 6.120429 0.8 -1.5 -0.8
H -2.199690 1.561302 5.330571 1.3 0.8 0.0
H 0.551943 3.218478 5.431907 -0.3 -1.8 -0.8
H -0.725178 2.774203 2.644179 0.2 1.0 1.3
H -1.806776 3.613991 3.849735 1.6 -0.5 -0.3
H -0.168832 4.359708 3.535533 -0.5 -1.5 -0.1
H 0.976700 1.652180 3.330276 -0.3 -0.4 0.5
H -1.922606 -1.163674 5.023230 0.6 0.1 0.0
H -1.785598 0.236146 2.048623 0.2 0.0 0.8
C 1.282502 -2.376602 -2.692812 0.2 0.1 0.0
O 1.589785 -1.035990 -3.050128 -0.3 -0.1 0.3
C 0.425015 -0.221313 -3.164886 0.5 0.3 0.0
C 0.230739 0.645418 -1.926399 -0.5 -0.2 -0.3
O -0.063691 -0.149269 -0.775710 0.3 0.1 0.2
C 1.070288 -0.337256 0.059853 -0.1 -0.3 -0.3
H 2.206267 -2.866330 -2.379813 0.0 0.1 -0.1
H 0.566492 -2.425283 -1.867727 0.0 0.0 0.0
H 0.879048 -2.905394 -3.558989 -0.1 -0.1 0.0
H -0.463040 -0.835123 -3.358074 0.0 0.0 0.1
H 0.575527 0.431987 -4.029388 -0.1 0.1 0.1
H -0.629889 1.301652 -2.089834 0.0 0.0 -0.1
H 1.106947 1.277940 -1.749365 0.0 -0.1 0.0
H 1.264381 0.579010 0.629159 0.2 0.1 0.1
H 1.961282 -0.610435 -0.511299 0.0 0.1 -0.1
H 0.845654 -1.138657 0.758290 0.0 0.1 -0.3
C 1.027184 3.337563 -8.064979 0.0 0.2 -0.1
O -0.303029 3.814000 -7.910804 0.1 -0.3 0.3
C -1.162785 2.845576 -7.316504 -0.1 0.5 0.0
C -1.383772 3.133899 -5.835837 0.2 -0.5 -0.1
O -0.178877 2.971721 -5.088747 0.0 0.3 -0.1
C 0.447428 4.213496 -4.796787 0.1 -0.1 0.1
H 1.671844 4.191068 -8.281542 -0.1 0.0 0.0
H 1.392721 2.846978 -7.158785 0.0 0.0 0.0
H 1.073277 2.639161 -8.903162 0.1 -0.1 0.0
H -0.770593 1.832575 -7.464512 0.0 0.1 0.1
H -2.124571 2.911818 -7.834049 0.0 0.0 0.0
H -2.103591 2.409241 -5.441626 0.0 0.0 0.0
H -1.800938 4.135513 -5.689353 0.1 0.0 -0.1
H -0.093158 4.718797 -3.990802 0.0 0.1 0.0
H 0.494137 4.864992 -5.672614 0.0 0.0 0.0
H 1.464848 4.009174 -4.458527 -0.1 -0.1 0.0
C -2.036818 -4.008331 -4.810510 -0.1 0.1 0.0
O -3.362951 -3.518122 -4.666585 0.2 -0.2 0.3
C -4.236759 -4.476705 -4.074534 -0.1 0.5 0.0
C -4.463956 -4.181342 -2.596446 0.2 -0.5 -0.1
O -3.265240 -4.353256 -1.842205 0.0 0.4 -0.1
C -2.627903 -3.118837 -1.551734 0.1 -0.2 0.0
H -1.381987 -3.161662 -5.025645 -0.1 0.0 0.0
H -1.682122 -4.499714 -3.900262 0.0 0.0 0.0
H -1.992144 -4.709785 -5.646131 0.1 -0.1 0.0
H -3.853949 -5.493904 -4.216764 0.0 0.1 0.1
H -5.194451 -4.402470 -4.598418 0.0 0.0 0.0
H -5.193365 -4.897074 -2.203983 0.0 0.0 0.0
H -4.871804 -3.174751 -2.456124 0.1 0.0 -0.1
H -3.168298 -2.604885 -0.750678 0.0 0.2 0.0
H -2.569356 -2.470799 -2.429865 0.0 0.0 0.0
H -1.614513 -3.331971 -1.206721 -0.1 -0.1 0.0
C -5.488088 -5.384076 1.537004 0.0 -0.2 0.0
O -4.143015 -5.730297 1.838277 -0.1 0.4 0.1
C -3.234068 -4.668538 1.565630 0.1 -0.4 0.3
C -2.839858 -3.933263 2.841101 -0.2 0.2 -0.4
O -3.952459 -3.241292 3.410239 0.1 -0.2 0.2
C -4.524938 -3.944742 4.506117 -0.1 0.1 0.0
H -6.142274 -6.126976 1.996381 0.1 0.0 0.0
H -5.753449 -4.398003 1.928071 0.0 0.0 0.0
H -5.639024 -5.401619 0.455580 -0.1 0.1 -0.1
H -3.653376 -3.975912 0.828527 0.0 -0.1 0.1
H -2.337635 -5.119751 1.129831 0.0 0.1 0.0
H -2.088839 -3.176062 2.589391 0.1 0.0 0.0
H -2.394852 -4.619726 3.569052 -0.1 0.0 -0.1
H -3.887399 -3.835535 5.388971 0.0 -0.1 0.1
H -4.665371 -5.004926 4.283822 0.1 0.1 0.0
H -5.498177 -3.501361 4.722861 0.1 0.0 -0.1
C 5.623251 1.817649 -0.400922 0.1 -0.1 0.1
O 6.960890 1.884487 0.071880 -0.3 0.3 0.0
C 7.616448 3.090493 -0.316626 0.2 -0.2 0.4
C 7.653854 4.095559 0.828890 -0.2 0.2 -0.5
O 6.343741 4.552748 1.161403 0.0 -0.4 0.2
C 5.822989 3.906631 2.311619 0.0 0.2 -0.1
H 5.113094 1.012723 0.132245 0.1 0.0 0.0
H 5.080641 2.750741 -0.224062 0.0 0.0 0.0
H 5.620891 1.589858 -1.468859 -0.1 0.0 -0.1
H 7.140815 3.524517 -1.203745 0.0 0.0 0.1
H 8.643488 2.824168 -0.583235 0.0 0.0 0.0
H 8.225690 4.971659 0.508070 0.0 0.0 0.0
H 8.152977 3.671520 1.706263 -0.1 -0.1 -0.1
H 6.294194 4.316623 3.209823 0.0 -0.1 0.1
H 5.974209 2.824053 2.278383 0.0 0.0 0.0
H 4.751119 4.108683 2.357954 0.1 0.1 -0.1
```
Forces are in eV/Å.

Calculated values
strongest force on any atom	0.165	Eh/bohr
E_tot	-2900.909268	a.u.
total charge	+1